158
Properties=species:S:1:pos:R:3:forces:R:3 method="wB97M-V/def2-TZVPD" e_lumo_ev=-3.141 mol_weight_da=1202.47 charge=+1 homo_energy_ev=-10.81 gap_ev=7.7
C -3.266613 1.150414 -0.131252 0.071 -0.917 0.696
C -2.194548 0.279395 -0.817376 -0.128 0.970 -0.742
C -0.773522 0.890244 -0.783461 -1.137 -0.462 0.072
Br -0.872738 2.593571 -1.743291 0.346 0.010 -0.084
C -0.254812 1.022642 0.670688 -0.278 -1.967 -0.335
N 0.129521 2.411371 1.009121 -0.286 -0.195 0.421
C 0.505988 2.615532 2.439011 -0.147 0.411 0.604
Br -1.254166 2.610512 3.373952 0.459 -0.432 -0.164
C 0.994444 4.099861 2.540820 -1.203 -0.154 1.211
F 1.814715 4.441783 1.549049 0.853 -0.369 -0.720
F -0.097656 4.867384 2.370953 -0.504 0.520 -0.482
C 1.627260 4.528446 3.883453 1.355 0.256 -0.275
F 1.174399 3.853878 4.927277 -0.559 -0.797 0.521
F 1.336756 5.811812 4.074884 -0.359 0.995 -0.032
C 1.454293 1.577473 3.018385 0.632 -1.357 -0.556
C 2.961417 1.866909 2.847827 0.632 0.892 0.859
O 3.475234 2.179448 4.144209 -0.175 0.167 -0.488
C 4.832609 2.663294 4.047996 -0.691 -0.401 0.206
O 5.540405 2.169513 5.109537 0.307 0.545 0.018
C 5.346817 2.954344 6.289322 0.149 -0.133 0.245
C 6.254933 2.432194 7.412192 -0.082 0.274 -0.416
O 5.528183 1.953596 8.518105 -0.105 -0.215 0.170
C 1.189726 0.100816 2.541382 -0.913 0.214 -0.178
C 0.127582 -0.568886 3.471137 0.226 -0.302 0.680
C 0.839120 -1.422722 4.537896 -1.872 4.298 0.136
O 1.235631 -2.475474 4.398580 1.795 -4.348 -0.384
Cl 0.997333 -0.564629 6.126952 -0.077 0.080 -0.152
C 0.858477 -0.015390 1.011962 0.231 0.886 -0.416
C 2.069263 0.363173 0.107539 0.817 0.763 1.032
C 3.307536 -0.514417 0.284612 -0.614 1.578 0.658
O 3.414846 -1.445666 -0.419022 0.467 -2.587 -1.801
C 0.372253 -1.420143 0.571520 0.896 -0.125 0.648
C 1.104986 -2.619452 1.232596 -0.904 0.434 -0.472
C 1.306771 -3.817857 0.314811 -0.236 1.208 -0.788
N 1.178106 -3.714679 -1.050052 1.085 1.317 0.257
O 1.537132 -4.869858 0.805468 0.456 -2.397 1.557
H -4.185436 1.180340 -0.707688 0.053 0.197 -0.195
H -2.940936 2.162737 0.108419 -0.050 0.060 -0.222
H -3.538222 0.668636 0.813597 -0.050 0.216 0.075
H -2.430521 0.191762 -1.881263 -0.101 -0.100 0.027
H -2.211289 -0.734112 -0.419806 0.247 0.017 0.090
H -0.169263 0.236066 -1.399003 0.406 0.272 0.051
H -1.100632 0.712923 1.286724 -0.049 0.650 0.286
H 0.848602 2.714418 0.340061 -0.075 0.269 0.135
H -0.716233 2.983008 0.889012 0.270 0.203 -0.560
H 2.712379 4.463074 3.848269 0.104 -0.363 -0.140
H 1.268095 1.558301 4.090593 0.207 0.215 0.077
H 3.539390 1.011176 2.496515 -0.288 -0.127 -0.194
H 3.207572 2.718267 2.194237 -0.328 -0.230 -0.231
H 4.767813 3.761039 4.074833 0.259 0.028 -0.085
H 5.250571 2.320838 3.100789 0.309 -0.133 0.168
H 4.298493 2.884075 6.599888 0.036 -0.024 0.065
H 5.577607 4.005400 6.079362 -0.017 -0.048 -0.152
H 6.843417 1.601708 7.025906 -0.067 -0.085 -0.009
H 6.967679 3.212369 7.696219 -0.059 0.005 0.137
H 4.974445 2.657702 8.870332 0.103 -0.002 0.044
H 2.119919 -0.445326 2.693038 0.053 0.078 0.073
H -0.548083 -1.250729 2.955784 0.105 0.026 -0.122
H -0.476035 0.121541 4.052976 -0.019 0.258 -0.435
H 2.397250 1.403932 0.272004 -0.067 -0.093 0.147
H 1.820677 0.304684 -0.949687 -0.150 -0.185 0.033
H 4.121379 -0.312132 0.991748 -0.106 0.466 0.445
H -0.686176 -1.544638 0.786929 -0.095 0.076 -0.233
H 0.551151 -1.496990 -0.496509 -0.452 0.101 -0.069
H 2.063897 -2.390896 1.689822 0.086 0.035 -0.099
H 0.466081 -2.988084 2.029296 0.219 -0.199 0.166
H 1.612998 -2.860299 -1.391579 -0.309 -0.011 -0.169
H 1.672532 -4.492350 -1.467116 -0.536 -0.283 -0.281
C 1.186710 6.670761 -0.280615 -0.067 -0.087 -0.279
C 0.987139 7.995399 -0.981540 -0.016 0.123 -0.097
O 0.743902 8.046010 -2.162656 -0.033 -0.085 -0.020
C 1.104833 9.243006 -0.141672 -0.047 0.076 -0.227
H 1.073409 5.866874 -1.007989 0.008 0.023 -0.016
H 2.188070 6.619515 0.149028 -0.068 0.061 0.152
H 0.439288 6.546463 0.503807 0.120 0.085 0.122
H 2.102904 9.307027 0.295229 -0.070 -0.043 0.155
H 0.355300 9.231891 0.651667 0.129 -0.036 0.115
H 0.939488 10.116005 -0.768857 0.000 -0.029 -0.009
C 0.435246 -7.457498 -4.115205 0.220 0.183 0.000
C -0.236481 -6.532453 -3.134983 0.063 0.015 0.001
O 0.225447 -5.443790 -2.866260 -0.111 -0.269 -0.235
C -1.511951 -7.018764 -2.499192 -0.078 0.263 0.146
H 1.339289 -6.986063 -4.496661 -0.027 0.008 0.008
H 0.704536 -8.389986 -3.616718 -0.155 -0.071 -0.039
H -0.234319 -7.664375 -4.952081 -0.033 -0.155 0.071
H -1.316811 -7.933134 -1.938988 -0.006 -0.116 -0.127
H -2.263566 -7.206839 -3.268720 0.053 -0.158 0.017
H -1.888819 -6.257620 -1.817150 0.019 0.009 -0.040
C 4.482689 -0.974725 5.741933 -0.116 0.030 -0.187
C 5.708376 -0.959730 4.878546 -0.030 0.249 -0.445
O 5.698555 -0.427364 3.784144 -0.114 -0.171 -0.004
C 6.944894 -1.621376 5.414475 0.180 0.092 -0.275
H 3.671687 -0.462628 5.230245 0.061 0.070 -0.002
H 4.179115 -2.004033 5.942698 0.058 0.018 0.191
H 4.685894 -0.456808 6.679745 -0.026 -0.116 0.143
H 6.750016 -2.678826 5.598004 -0.004 0.031 0.197
H 7.252275 -1.135834 6.341724 -0.065 -0.151 0.121
H 7.749368 -1.532918 4.686934 -0.030 0.007 0.008
C -4.842881 -0.111675 -6.113585 0.052 0.363 0.251
C -3.878321 -0.384152 -4.994377 -0.070 0.013 0.001
O -3.642965 0.448007 -4.139971 0.134 0.048 0.168
C -3.212632 -1.735119 -4.976044 0.136 0.170 0.188
H -5.247840 0.893422 -6.003557 -0.003 -0.023 0.040
H -4.329825 -0.181164 -7.073828 -0.161 -0.208 0.060
H -5.664890 -0.828434 -6.079348 0.095 -0.109 -0.166
H -2.630652 -1.874200 -5.889129 -0.143 -0.088 -0.074
H -3.965207 -2.519407 -4.890536 0.051 -0.055 -0.115
H -2.543282 -1.798755 -4.119035 -0.022 -0.026 -0.003
C 1.036052 -10.834735 0.824391 -0.040 -0.086 -0.313
C 0.819021 -9.456513 0.251992 -0.001 0.040 -0.019
O 0.602737 -9.291932 -0.929171 -0.034 0.008 -0.024
C 0.882763 -8.293480 1.209241 -0.117 0.139 -0.337
H 0.963377 -11.573124 0.028306 0.001 0.024 0.006
H 2.027367 -10.899117 1.275297 -0.079 0.013 0.168
H 0.274659 -11.050266 1.575521 0.127 0.032 0.134
H 1.867813 -8.248014 1.675593 -0.073 -0.044 0.153
H 0.114193 -8.399898 1.976985 0.141 -0.073 0.127
H 0.711604 -7.366226 0.665853 0.058 0.006 0.036
C -2.309497 0.174225 -10.279174 -0.030 -0.024 0.293
C -3.707303 -0.385692 -10.193695 -0.024 -0.006 0.006
O -4.221853 -0.640952 -9.127392 0.070 -0.045 -0.178
C -4.437044 -0.613985 -11.492588 -0.213 -0.093 0.193
H -1.903325 0.288301 -9.275900 -0.019 -0.002 -0.012
H -1.669318 -0.505588 -10.843454 -0.013 0.114 -0.145
H -2.328183 1.151123 -10.764393 0.067 -0.077 -0.147
H -3.887510 -1.327301 -12.108713 0.060 0.142 -0.104
H -4.546246 0.329373 -12.029620 0.136 -0.053 -0.112
H -5.426146 -1.017072 -11.285362 0.020 0.009 0.015
C -2.075587 4.077349 -5.054215 -0.047 -0.056 -0.225
C -2.278277 5.459214 -5.630641 -0.010 0.078 -0.052
O -2.487019 5.624048 -6.808299 0.004 -0.031 -0.014
C -2.208069 6.622579 -4.670034 -0.023 0.086 -0.213
H -2.151201 3.338953 -5.849632 -0.013 0.005 0.018
H -1.084666 4.004970 -4.600587 -0.061 0.025 0.132
H -2.843526 3.866936 -4.307194 0.111 -0.015 0.105
H -1.224573 6.660164 -4.197098 -0.066 -0.031 0.152
H -2.981232 6.522697 -3.905901 0.114 -0.049 0.110
H -2.370449 7.550204 -5.214419 0.003 -0.024 -0.006
C -1.446931 4.372754 6.442735 -0.187 -0.162 0.146
C -2.552824 5.056222 7.213803 -0.108 0.006 0.090
O -3.442821 4.422041 7.726118 0.007 -0.045 -0.039
C -2.493657 6.560901 7.312483 -0.200 -0.055 0.128
H -1.614325 3.296561 6.452575 -0.010 0.019 0.042
H -1.445165 4.722182 5.409755 0.159 0.163 0.056
H -0.482601 4.582924 6.906662 0.040 0.113 -0.140
H -2.534002 7.003049 6.315334 0.174 0.039 0.015
H -1.574001 6.866853 7.814105 0.062 0.054 -0.157
H -3.343834 6.917623 7.889535 0.006 -0.029 -0.007
C -4.837250 -6.215132 -4.715472 0.188 0.229 -0.025
C -5.534482 -5.268206 -3.770070 0.000 0.032 0.030
O -5.085044 -4.170104 -3.531413 -0.004 -0.001 -0.003
C -6.815137 -5.749681 -3.135717 0.026 0.261 0.122
H -3.933352 -5.743893 -5.097714 -0.016 0.012 0.015
H -4.562528 -7.131320 -4.190149 -0.162 -0.091 -0.087
H -5.492041 -6.454083 -5.554803 -0.027 -0.168 0.076
H -6.624324 -6.646077 -2.543535 -0.079 -0.103 -0.137
H -7.554456 -5.968738 -3.907567 0.032 -0.180 0.027
H -7.208580 -4.973696 -2.482328 0.021 -0.001 -0.019